#a
Entry from the OMol25 dataset: a cluster of 2 separate species, C4H12N3S in total (the ωB97M-V functional and the def2-TZVPD basis).

Output
total charge: +1
HOMO (spin up / spin down): -0.50348 / -0.45598 hartree
LUMO level (spin up / spin down): -0.16864 / -0.20426 Eh

The geometry in XYZ format:
```
20
C4H12N3S | the OMol25 dataset | the ωB97M-V functional and the def2-TZVPD basis
C 0.5395 0.1866 0.1015
C -2.0160 1.0692 0.8442
C -0.4083 -2.0181 -0.5117
C -1.7213 0.2087 -0.4046
N 0.6701 1.4722 0.0177
N 2.9467 -0.9591 0.3862
N -0.4740 -0.5172 -0.2632
S 3.8860 0.2109 -0.0288
H -1.6790 0.5105 1.6920
H -1.5301 2.0174 0.8206
H -3.0054 1.3793 0.9594
H -1.2790 -2.0881 -1.1533
H -0.4984 -2.4875 0.4230
H 0.5408 -2.1936 -0.9632
H -1.7235 0.7607 -1.3881
H -2.5650 -0.3537 -0.6128
H 1.5243 1.8462 0.3516
H -0.0683 2.2489 -0.2490
H 3.0044 -1.3608 1.2934
H 3.8564 0.0675 -1.3150
```

***

#b
Entry from the OMol25 dataset: the ion C4H12N3S with charge +1 (the ωB97M-V functional and the def2-TZVPD basis).

Output
total charge: +1
HOMO: -0.51052 hartree
SMILES: CC[N@H+](S)/N=C(/C)N
LUMO level: -0.16783 Eh

The geometry in XYZ format:
```
20
C4H12N3S | the OMol25 dataset | the ωB97M-V functional and the def2-TZVPD basis
C -2.3900 1.3374 -0.6103
C -1.4793 1.4859 0.6454
N -0.5273 0.1874 0.6789
S 0.0656 0.2187 2.5596
N 0.4575 0.0454 -0.3456
C 1.2200 -1.0147 -0.4761
C 2.1074 -0.9800 -1.6862
N 1.5247 -1.9590 0.3448
H -1.7180 1.0084 -1.3814
H -3.0413 0.5855 -0.3087
H -2.9658 2.2648 -0.8538
H -2.1565 1.3790 1.6578
H -0.7896 2.2705 0.7180
H -1.0298 -0.6590 0.7494
H -0.1898 1.4431 2.7489
H 3.1890 -1.0269 -1.3706
H 2.0960 -1.8806 -2.3138
H 1.9106 0.0466 -2.1438
H 2.2490 -2.6607 0.0182
H 1.4675 -2.0919 1.3695
```

***

Stability check: which of them is most stable? #b.

***

#a
Entry from the OMol25 dataset: a cluster of 3 separate species, C4H14O3 in total (the ωB97M-V functional and the def2-TZVPD basis).

Output
total charge: 0
HOMO: -0.37297 hartree
SMILES: CCCCO.O.O
LUMO level: 0.01747 Eh

The geometry in XYZ format:
```
21
C4H14O3 | the OMol25 dataset | the ωB97M-V functional and the def2-TZVPD basis
C 0.8801 -0.7203 2.1184
C 0.4233 0.1232 0.8261
C 0.9378 1.5926 0.8216
C 0.1070 2.5500 0.0361
O 0.9775 3.6027 -0.3482
H 0.4958 -0.2879 3.0479
H 0.5052 -1.7206 2.0559
H 1.9820 -0.6011 2.1892
H -0.6789 0.1921 0.7516
H 0.6640 -0.4528 -0.0954
H 1.9993 1.6797 0.5971
H 0.9005 1.9057 1.8877
H -0.3866 1.9807 -0.8531
H -0.7855 2.8778 0.6308
H 0.6677 3.9693 -1.2110
O -1.6580 -1.7135 -3.4573
H -1.7503 -1.6472 -4.4076
H -1.3458 -2.6537 -3.3938
O -0.9698 -3.7814 -0.3234
H -1.3880 -3.0455 0.2006
H -1.5772 -3.8498 -1.0731
```

***

#b
Entry from the OMol25 dataset: a cluster of 4 separate species, C4H14O3 in total (the ωB97M-V functional and the def2-TZVPD basis).

Output
total charge: 0
HOMO: -0.33577 hartree
SMILES: C/C=C/C.O.O.O
LUMO level: 0.02383 Eh

The geometry in XYZ format:
```
21
C4H14O3 | the OMol25 dataset | the ωB97M-V functional and the def2-TZVPD basis
C 0.9258 -1.5492 -1.9105
C 0.9296 -1.0663 -0.4441
C 2.0101 -0.6158 0.1944
C 1.9515 -0.1938 1.6441
H 1.9815 -1.6631 -2.1378
H 0.3511 -0.9356 -2.5877
H 0.5206 -2.5544 -1.7831
H 0.0482 -1.3155 0.1385
H 2.9412 -0.5187 -0.3566
H 1.2909 0.6704 1.7645
H 2.9308 -0.1080 2.0955
H 1.3164 -0.9068 2.1901
O -0.4189 1.6123 -1.5323
H 0.3148 1.2791 -0.9706
H 0.1229 2.2567 -2.0203
O -2.3147 -0.1015 -0.3930
H -3.2290 -0.1745 -0.5722
H -1.9498 0.6814 -0.8425
O -1.9300 1.2013 2.3951
H -2.3363 0.6803 3.0673
H -2.1881 0.7014 1.5955
```

***

Stability check: which of them is most stable? #b.

***

#a
Entry from the OMol25 dataset: a cluster of 4 separate species, C4H14O3 in total (the ωB97M-V functional and the def2-TZVPD basis).

Output
total charge: 0
HOMO: -0.32211 hartree
SMILES: C/C=C/C.O.O.O
LUMO level: 0.02433 Eh

The geometry in XYZ format:
```
21
C4H14O3 | the OMol25 dataset | the ωB97M-V functional and the def2-TZVPD basis
C 1.9554 -0.3411 -1.4439
C 0.6263 0.3068 -1.2594
C -0.5035 -0.0799 -1.8673
C -1.8891 0.3566 -1.4946
H 2.1854 -0.6332 -2.4640
H 1.9851 -1.2281 -0.8076
H 2.7923 0.2525 -1.0624
H 0.4940 1.3039 -0.8477
H -0.4436 -0.6468 -2.7986
H -2.5443 -0.4756 -1.7235
H -2.3171 1.2116 -2.0329
H -1.9697 0.6266 -0.4396
O 0.6239 -2.0938 1.1693
H 0.2952 -2.2039 0.2724
H 0.1444 -2.6287 1.8039
O 0.8543 0.7334 2.3717
H 1.6763 1.2293 2.4601
H 1.0488 -0.0782 1.8733
O -1.9216 1.2738 2.5142
H -2.1047 2.0359 3.0722
H -0.9877 1.0790 2.7044
```

***

#b
Entry from the OMol25 dataset: a cluster of 4 separate species, C4H14O3 in total (the ωB97M-V functional and the def2-TZVPD basis).

Output
total charge: 0
HOMO: -0.34529 hartree
SMILES: C=CCC.O.O.O
LUMO level: 0.02427 Eh

The geometry in XYZ format:
```
21
C4H14O3 | the OMol25 dataset | the ωB97M-V functional and the def2-TZVPD basis
C 2.0207 -0.7297 0.9124
C 1.3414 0.2635 0.4329
C -0.0805 0.0275 -0.1103
C -1.2192 -0.7979 0.3821
H 3.0633 -0.6737 1.2275
H 1.6723 -1.7089 0.8782
H 1.5992 1.3009 0.3333
H -0.4810 1.0771 -0.3512
H 0.0558 -0.3817 -1.1446
H -1.2094 -1.7679 0.0554
H -1.2289 -0.7945 1.5231
H -2.1798 -0.4997 0.0995
O 0.4335 3.2878 -0.8846
H -0.1712 3.3314 -1.5633
H 1.2910 3.7258 -1.1635
O 0.6631 -3.3436 1.6241
H 0.3820 -2.9883 2.4979
H -0.1123 -3.7384 1.1859
O -2.0427 1.6043 -2.3371
H -1.8584 2.0918 -1.5450
H -1.9389 0.7140 -2.0528
```

***

Stability check: which of them is most stable? #a.